(1)
# C4H9N3

The molecule C4H9N3 at a distorted geometry (ωB97M-V/def2-TZVPD, the OMol25 dataset).

Geometry as XYZ:
```
16
Properties=species:S:1:pos:R:3:forces:R:3:lowdin_charge:R:1
C 0.8996 -1.0206 -0.4382 0.4 -0.2 0.2 -0.07
C 0.5181 1.5535 0.8990 0.3 -0.4 -0.2 -0.10
C -0.3976 -0.2545 -0.6346 -0.3 -2.2 2.0 -0.45
N -0.8610 0.3165 -1.7841 -0.9 0.7 -1.6 0.13
C 0.1402 -1.0789 0.9037 0.8 1.2 0.0 -0.31
N -0.3294 0.3890 0.6856 -0.5 -0.3 0.5 -0.09
N -1.0260 -1.6357 0.2641 0.2 1.0 -1.5 0.08
H -0.8962 1.3262 -1.8158 0.0 -0.1 0.4 0.09
H -1.6933 -0.0654 -2.2117 0.2 -0.2 0.2 0.09
H -1.8689 -1.3991 0.7923 0.1 0.5 -0.1 0.07
H 1.0058 -1.9648 -0.9631 0.0 0.0 0.0 0.10
H 1.8068 -0.4194 -0.4932 0.0 0.1 0.1 0.09
H 0.5335 -1.3592 1.8799 -0.2 -0.2 -0.1 0.13
H 1.5152 1.4920 0.4420 0.0 0.0 0.0 0.07
H 0.6407 1.6858 1.9740 0.0 0.1 0.0 0.08
H 0.0124 2.4346 0.5001 0.0 0.0 0.0 0.07
```
Positions in Å, forces in eV/Å.

Computed properties:
* strongest force on any atom: 0.057 Eh/bohr
* Kohn-Sham gap: 0.3502 hartree
* energy relative to the best compared isomer or geometry (same formula, charge and spin): 372.38 kJ/mol

---

(2)
# C18H14F3NO2

A cluster of 2 separate species, C18H14F3NO2 in total at a distorted geometry (ωB97M-V/def2-TZVPD, the OMol25 dataset).

Geometry as XYZ:
```
38
Properties=species:S:1:pos:R:3:forces:R:3:lowdin_charge:R:1
C -2.4347 0.6873 2.5556 0.1 -0.4 -0.4 -0.18
N -1.2380 0.3319 1.8308 0.8 0.9 0.2 -0.07
C -0.2558 -0.3618 2.3753 -0.8 -0.4 -0.2 -0.52
C 1.0850 0.4436 2.5727 -0.2 -0.5 -0.1 -0.50
F 1.3626 1.3061 1.5568 0.0 -0.6 0.8 0.10
F 0.9768 1.1764 3.7285 0.3 -0.4 -0.9 0.10
F 2.1414 -0.3988 2.7125 -0.3 0.8 -0.1 0.10
O -0.2643 -1.5486 2.7312 0.5 0.4 0.2 0.01
H -2.5067 1.7855 2.6081 -0.2 -0.2 0.2 0.06
H -3.3065 0.3438 1.9795 -0.4 0.1 0.2 0.04
H -2.4976 0.2588 3.5757 0.0 0.1 -0.4 0.08
C 2.5406 -2.4541 -4.6766 -0.3 -0.2 0.4 -0.06
C 1.8402 -1.3100 -4.2731 -0.1 -0.1 0.1 -0.06
C 0.8738 -1.3843 -3.2725 -0.2 -0.6 0.3 0.00
C 0.5852 -2.6224 -2.6414 1.0 0.0 -1.2 -0.14
C -0.3573 -2.7368 -1.5545 -0.4 -0.7 1.0 -0.12
O -0.4919 -4.0159 -1.1024 -0.5 1.2 0.3 0.10
C -1.3916 -4.3129 -0.0976 0.1 0.3 -0.5 -0.14
C -2.1309 -3.2911 0.5312 0.2 -1.2 -0.2 -0.12
C -3.1608 -3.6921 1.4231 0.4 0.0 0.1 0.02
C -3.3282 -5.0320 1.7266 -0.2 0.4 0.1 -0.05
C -2.5164 -6.0151 1.1349 0.3 0.2 -0.4 -0.04
C -1.5607 -5.6623 0.1909 -0.2 -0.2 0.3 0.02
C -1.8265 -1.9684 0.1640 -0.7 0.8 -0.1 0.07
C -1.0216 -1.6916 -0.9268 0.3 -0.3 -0.1 0.06
C 1.2691 -3.7738 -3.0876 0.0 0.2 -0.1 0.00
C 2.2400 -3.6872 -4.0802 0.0 0.2 -0.1 -0.06
H 3.3130 -2.3912 -5.4445 -0.3 0.0 0.2 0.11
H 2.0540 -0.3511 -4.7416 -0.1 -0.2 0.1 0.11
H 0.3146 -0.5023 -2.9616 0.3 -0.1 -0.2 0.11
H -3.7991 -2.9114 1.8439 0.3 -0.3 0.0 0.13
H -4.0979 -5.3333 2.4372 0.2 0.1 -0.2 0.11
H -2.6577 -7.0649 1.3927 0.0 0.3 -0.1 0.12
H -0.9662 -6.4038 -0.3372 -0.1 0.1 0.2 0.13
H -2.2751 -1.1448 0.7133 0.1 0.1 -0.1 0.09
H -0.8843 -0.6719 -1.2884 0.0 -0.4 0.4 0.13
H 1.0388 -4.7459 -2.6544 0.1 0.3 -0.1 0.12
H 2.7626 -4.5956 -4.3834 -0.1 0.3 0.0 0.11
```
Positions in Å, forces in eV/Å.

Computed properties:
* strongest force on any atom: 0.030 Eh/bohr
* Kohn-Sham gap: 0.1565 hartree
* energy relative to the best compared isomer or geometry (same formula, charge and spin): 273.45 kJ/mol

---

(3)
# C32H25BiCl5GeN6O3S

A structure of composition C32H25BiCl5GeN6O3S at a distorted geometry (ωB97M-V/def2-TZVPD, the OMol25 dataset).

Geometry as XYZ:
```
74
Properties=species:S:1:pos:R:3:forces:R:3:lowdin_charge:R:1
Bi -0.8559 -0.4268 -0.0465 0.1 0.0 -0.1 1.62
C 1.6159 2.7439 -2.9412 0.0 0.1 0.0 -0.04
C 2.2724 1.4145 -2.6991 -0.1 0.1 0.0 -0.32
C 2.7703 0.6515 -3.7536 0.0 0.0 0.0 -0.02
C 3.4085 -0.5412 -3.4731 0.0 0.0 0.0 -0.05
C 3.5441 -0.9347 -2.1511 0.1 0.0 0.0 -0.03
C 3.0154 -0.1192 -1.1627 -0.1 0.0 0.0 -0.23
N 2.3844 1.0259 -1.4319 -0.1 0.0 0.0 0.17
C 3.1252 -0.4675 0.2846 -0.2 0.1 0.1 -0.21
C 4.2893 -0.9993 0.8229 0.0 -0.2 0.0 0.00
C 4.3371 -1.2396 2.1858 0.0 -0.1 0.0 -0.04
C 3.2600 -0.8807 2.9770 0.0 0.0 0.1 0.00
C 2.1502 -0.3134 2.3646 0.1 -0.3 0.0 -0.23
N 2.0720 -0.1652 1.0423 0.0 0.2 0.0 0.13
C 1.0207 0.2658 3.1382 -0.1 0.1 -0.2 -0.25
C 0.4754 -0.2586 4.2441 -0.3 0.1 -0.4 -0.12
C -0.5705 0.3471 5.1714 0.0 0.3 -0.5 -0.69
C -1.7892 1.0505 4.7210 -0.1 -0.5 -0.1 -0.45
C -0.5456 1.9246 2.5907 2.5 2.4 -1.4 -0.16
C -2.8157 1.1793 1.1768 0.8 -1.1 -1.2 -0.57
N 0.5970 1.4954 2.5668 -1.1 -0.8 0.8 0.07
H 2.3730 3.5140 -3.1029 0.0 0.0 0.0 0.09
H 1.0289 3.0268 -2.0693 0.0 0.0 0.0 0.07
H 0.9781 2.7195 -3.8263 0.0 0.0 0.0 0.07
H 2.6570 0.9961 -4.7733 0.0 0.0 0.0 0.11
H 3.7976 -1.1592 -4.2721 0.0 0.0 0.0 0.11
H 4.0358 -1.8607 -1.8901 0.0 -0.1 0.0 0.10
H 5.1384 -1.2119 0.1877 0.0 0.0 0.0 0.12
H 5.2228 -1.6715 2.6332 0.0 0.0 0.0 0.11
H 3.2852 -1.0022 4.0512 0.0 0.0 0.0 0.12
H 0.8294 -1.2371 4.5446 0.2 0.1 0.1 0.09
H -0.0378 0.9998 5.8693 0.0 -0.3 0.3 0.09
H -2.4416 1.4120 5.5110 0.1 0.3 -0.1 0.06
H -2.5940 2.5893 3.2421 0.6 0.4 -0.5 -0.01
H -3.6499 1.0216 3.3531 0.4 0.0 -0.3 -0.03
H -3.8080 0.7976 0.9228 -0.3 0.4 0.1 0.03
N -3.2823 -1.4515 -3.7191 0.0 0.2 0.0 0.07
C -2.4051 -1.5554 -2.6873 0.0 -0.2 0.0 -0.86
S -3.0890 -1.2233 -1.0944 0.1 0.2 -0.1 0.57
N -1.1959 -1.9186 -2.9591 0.1 0.2 -0.1 0.00
N -0.3908 -1.9777 -1.8387 0.0 -0.2 -0.1 -0.18
C 0.5505 -2.8445 -1.8602 -0.1 0.0 0.1 -0.07
C 1.2865 -3.2739 -0.6846 0.0 0.0 0.0 -0.16
C 2.3965 -4.1128 -0.8622 0.0 0.0 0.0 -0.07
C 2.9968 -4.7564 0.1954 0.0 0.0 0.0 -0.10
C 2.4448 -4.6072 1.4705 0.0 0.0 0.0 -0.08
C 1.3459 -3.8050 1.6746 0.0 0.1 0.0 -0.01
C 0.7593 -3.0861 0.6164 0.1 0.0 -0.1 -0.37
O -0.2920 -2.3354 0.8797 -0.1 0.3 0.1 -0.43
H -4.2581 -1.3296 -3.5252 0.0 0.0 0.0 0.07
H -2.9924 -1.7907 -4.6202 0.0 -0.1 0.0 0.10
H 0.7043 -3.3894 -2.7920 0.0 0.0 0.0 0.13
H 2.7726 -4.2664 -1.8680 0.0 0.0 0.0 0.11
H 3.8554 -5.3945 0.0372 0.0 0.0 0.0 0.10
H 2.8779 -5.1382 2.3097 0.0 0.0 0.0 0.11
H 0.8953 -3.7009 2.6540 0.0 0.0 0.0 0.12
Cl -4.9575 6.0428 -3.0268 0.0 0.0 0.0 0.69
C -4.1733 4.7986 -2.1133 0.0 0.0 0.0 -0.66
C -4.4403 4.6645 -0.7636 -0.1 0.0 0.0 -0.11
C -3.8097 3.6813 -0.0206 0.0 -0.1 0.0 -0.52
Cl -4.1843 3.6199 1.6687 -0.1 0.2 0.0 0.80
C -2.8858 2.8082 -0.6056 -0.1 -0.1 -0.2 -0.22
O -2.2118 1.8592 0.0776 -0.5 0.5 -0.1 -0.28
C -2.6409 2.9491 -1.9865 0.0 0.0 0.0 -0.09
C -1.7486 2.0810 -2.7773 0.1 -0.1 0.0 -0.19
O -0.9663 1.2504 -2.3811 -0.1 -0.1 0.2 -0.05
C -3.2856 3.9399 -2.7234 0.0 0.0 0.0 -0.05
H -5.1423 5.3257 -0.2753 0.0 0.0 0.0 0.11
H -1.8290 2.2618 -3.8654 0.0 0.0 0.0 0.13
H -3.0862 4.0303 -3.7837 0.0 0.0 0.0 0.12
Cl -4.4883 -1.1394 3.2146 -0.1 0.0 -0.2 0.05
Ge -2.3267 -1.0747 2.6991 0.2 -0.6 0.4 0.62
Cl -1.0694 -1.1005 6.2860 0.0 -0.1 0.1 0.47
Cl -2.3102 1.2726 3.0420 -2.4 -1.4 3.2 0.42
```
Positions in Å, forces in eV/Å.

Computed properties:
* <S²>: 0.7799
* strongest force on any atom: 0.082 Eh/bohr
* spin multiplicity: 2
* Kohn-Sham gap (alpha / beta): 0.1994 / 0.2038 hartree
* energy relative to the best compared isomer or geometry (same formula, charge and spin): 1995.72 kJ/mol

---

(4)
# CH2AgAsBr2S4

A structure of composition CH2AgAsBr2S4 at a distorted geometry (ωB97M-V/def2-TZVPD, the OMol25 dataset).

Geometry as XYZ:
```
11
Properties=species:S:1:pos:R:3:forces:R:3:lowdin_charge:R:1
Ag 0.4808 -0.6593 -0.3351 -0.3 0.3 0.4 0.42
Br 1.2219 -3.3130 -1.0741 -0.2 1.0 0.3 -0.46
C 2.1043 -0.5496 1.0302 0.8 0.1 -1.1 -0.89
Br 1.5829 -1.3046 2.6671 -0.6 -0.6 1.3 0.45
H 2.2986 0.4997 1.2333 0.3 -0.1 -0.2 -0.07
H 3.0048 -1.1491 0.7485 -0.8 0.8 -0.2 -0.04
S -2.5699 2.7126 -2.4689 0.5 -0.6 0.5 -0.32
As -2.2323 1.2995 -0.8596 -1.8 1.2 -0.9 -0.66
S -1.5254 -0.6371 -1.5907 0.1 -0.3 0.0 -0.11
S -0.4145 1.7738 0.2417 1.4 -1.6 0.1 -0.02
S -3.9511 1.3272 0.4075 0.5 -0.4 0.0 -0.29
```
Positions in Å, forces in eV/Å.

Computed properties:
* net charge: -2
* strongest force on any atom: 0.046 Eh/bohr
* Kohn-Sham gap (alpha / beta): 0.1677 / 0.1677 hartree
* energy relative to the best compared isomer or geometry (same formula, charge and spin): 0.00 kJ/mol

---

(5)
# CHF3O3S

The molecule CHF3O3S at a distorted geometry (ωB97M-V/def2-TZVPD, the OMol25 dataset).

Geometry as XYZ:
```
9
Properties=species:S:1:pos:R:3:forces:R:3:lowdin_charge:R:1
C 0.8281 -0.1732 -0.0250 2.8 1.9 2.0 -0.81
O -0.2165 -0.0537 -0.7633 -3.3 -0.2 -2.8 -0.15
O -2.8285 -0.2270 -0.2353 -0.7 -1.0 0.5 -0.32
O 1.9754 -0.8305 -0.5150 -2.0 1.1 -0.5 0.12
F 1.1966 1.1142 0.3741 0.5 -0.2 -0.5 0.06
F 0.5478 -0.7411 1.1408 -0.7 -1.3 1.7 0.12
F -1.6320 1.7384 0.6030 -0.2 -1.0 -1.1 -0.27
S -1.9267 0.7480 -0.6591 3.3 1.1 0.6 1.13
H 2.0558 -1.5752 0.0798 0.3 -0.4 0.1 0.11
```
Positions in Å, forces in eV/Å.

Computed properties:
* strongest force on any atom: 0.084 Eh/bohr
* Kohn-Sham gap: 0.4125 hartree
* energy relative to the best compared isomer or geometry (same formula, charge and spin): 70.41 kJ/mol

---

(6)
# C7H8

The molecule C7H8 at a distorted geometry (ωB97M-V/def2-TZVPD, the OMol25 dataset).

Geometry as XYZ:
```
15
Properties=species:S:1:pos:R:3:forces:R:3:lowdin_charge:R:1
C 1.4029 0.0022 -1.7020 0.5 0.8 0.2 -0.06
C 0.4753 0.0648 -0.5153 0.2 -1.1 -0.2 -0.29
C 0.5592 -0.9710 0.4534 -0.9 0.6 -1.5 -0.05
C -0.5486 -1.1314 1.2554 0.0 -0.1 1.7 -0.10
C -1.4225 -0.0531 1.5484 2.0 0.5 -0.6 -0.09
C -1.2112 1.1248 0.8212 -1.6 -1.4 -0.5 -0.08
C -0.5093 1.0098 -0.3954 0.2 1.2 0.8 -0.07
H 2.4034 -0.2173 -1.3205 0.1 0.0 -0.2 0.08
H 1.1729 -0.7513 -2.4541 -0.3 -0.1 0.2 0.08
H 1.4676 0.9742 -2.2108 -0.1 -0.3 0.1 0.08
H 1.3958 -1.6495 0.3402 -0.3 -0.4 0.3 0.11
H -0.7040 -2.0278 1.8558 0.4 0.1 -0.1 0.10
H -2.0054 -0.1150 2.4534 -0.4 0.1 -0.2 0.09
H -1.8117 1.9930 1.0468 0.0 0.2 -0.1 0.09
H -0.6644 1.7478 -1.1763 0.3 0.1 0.2 0.11
```
Positions in Å, forces in eV/Å.

Computed properties:
* SMILES: Cc1ccccc1
* strongest force on any atom: 0.043 Eh/bohr
* Kohn-Sham gap: 0.3654 hartree
* energy relative to the best compared isomer or geometry (same formula, charge and spin): 64.43 kJ/mol